# 1
11 unconnected molecules or ions with the total composition H22O11 at a distorted geometry, computed with ωB97M-V with the def2-TZVPD basis set.

As for the net charge: -1. Its orbital gap (alpha / beta) is 2.2 / 10.2 eV. The relative energy (zero: lowest compared OMol25 entry of this formula, charge and spin) comes out at 2.812 eV. Its total energy is -840.74929 a.u. The value obtained for the HOMO energy (alpha / beta) is 0.45 / -7.70 eV. Its multiplicity is 2. Its expectation value of S² is 0.75.

Atoms and positions in Å:
O1 0.168 -5.310 -1.596
H1 -0.061 -4.405 -1.343
H2 0.391 -5.498 -0.656
O2 -0.236 -1.667 3.843
H3 -0.443 -2.409 4.418
H4 -0.094 -0.970 4.538
O3 -0.633 -1.590 0.220
H5 -0.865 -1.670 1.148
H6 -0.387 -0.660 0.146
O4 3.957 1.789 0.350
H7 3.953 1.691 -0.636
H8 3.371 2.601 0.425
O5 0.925 -1.319 -4.263
H9 0.273 -1.116 -4.926
H10 1.818 -1.433 -4.578
O6 0.972 1.085 0.722
H11 1.260 0.269 0.164
H12 1.545 0.829 1.503
O7 0.311 5.270 0.615
H13 -0.491 5.120 0.115
H14 1.054 4.916 0.109
O8 -4.240 -1.095 -1.403
H15 -4.826 -0.927 -0.662
H16 -4.870 -0.966 -2.138
O9 3.450 0.207 2.536
H17 4.294 0.033 2.079
H18 3.235 0.970 1.977
O10 -3.295 1.876 1.726
H19 -3.285 2.078 0.791
H20 -3.337 2.616 2.337
O11 -1.161 0.106 -2.861
H21 -1.661 0.414 -2.080
H22 -1.094 -0.834 -2.619

=====

# 2
A molecular structure, C16H19IrN2SSeTe at a distorted geometry, computed with ωB97M-V with the def2-TZVPD basis set.

As for the net charge: +1. Its orbital gap (alpha / beta) is 5.9 / 6.5 eV. The relative energy (zero: lowest compared OMol25 entry of this formula, charge and spin) comes out at 1.082 eV. Its total energy is -3902.32000 a.u. The value obtained for the HOMO energy (alpha / beta) is -10.20 / -10.63 eV. Its multiplicity is 2. Its expectation value of S² is 0.77.

Atoms and positions in Å:
Ir1 -1.019 -1.416 -0.406
C1 -1.275 -4.715 -2.295
Te1 -2.582 -3.101 -1.876
C2 -3.664 -4.104 -0.347
H1 -1.799 -5.428 -2.924
H2 -0.971 -5.174 -1.358
H3 -0.409 -4.312 -2.813
H4 -2.983 -4.765 0.181
H5 -4.462 -4.669 -0.819
H6 -4.085 -3.370 0.336
S1 0.772 -1.422 -1.424
C3 0.305 2.113 1.191
N1 0.516 2.167 -0.251
C4 -0.273 1.648 -1.193
Se1 -1.938 0.782 -0.940
N2 0.270 1.896 -2.388
C5 1.477 2.567 -2.229
C6 2.420 3.026 -3.140
C7 3.517 3.676 -2.612
C8 3.674 3.853 -1.227
C9 2.739 3.388 -0.326
C10 1.631 2.742 -0.862
H7 -0.643 1.624 1.391
H8 0.290 3.125 1.592
H9 1.106 1.541 1.654
H10 -0.127 1.564 -3.250
H11 2.305 2.874 -4.205
H12 4.278 4.055 -3.280
H13 4.554 4.362 -0.859
H14 2.867 3.515 0.740
C11 -0.490 -0.488 4.220
C12 0.638 -0.802 3.471
C13 0.529 -1.088 2.116
C14 -0.729 -1.061 1.509
C15 -1.859 -0.748 2.255
C16 -1.737 -0.473 3.613
H15 -0.398 -0.260 5.273
H16 1.611 -0.830 3.945
H17 1.412 -1.339 1.546
H18 -2.845 -0.712 1.797
H19 -2.622 -0.243 4.193

=====

# 3
2 unconnected molecules or ions with the total composition C6H8N5O4 at a distorted geometry, computed with ωB97M-V with the def2-TZVPD basis set.

As for the net charge: +1. Its orbital gap is 9.6 eV. The relative energy (zero: lowest compared OMol25 entry of this formula, charge and spin) comes out at 0.000 eV. Its total energy is -807.96856 a.u. The value obtained for the HOMO energy is -14.02 eV.

Atoms and positions in Å:
C1 -0.421 -1.995 -1.806
C2 0.205 -0.774 -1.661
C3 -0.507 -1.514 0.275
C4 -0.849 -1.796 1.756
C5 0.663 0.717 0.226
C6 -1.634 2.971 -1.294
N1 -0.872 -2.412 -0.625
N2 -0.447 -0.987 2.764
N3 2.470 2.295 0.030
N4 1.864 1.047 -0.304
N5 0.148 -0.493 -0.349
O1 -2.323 3.842 -1.030
O2 -1.630 -2.691 2.036
O3 0.156 1.221 1.182
O4 -1.058 2.005 -1.472
H1 -0.430 -2.525 -2.774
H2 0.375 0.001 -2.393
H3 -1.462 -3.224 -0.424
H4 -0.169 0.001 2.617
H5 -0.840 -1.367 3.639
H6 1.722 2.951 -0.323
H7 2.647 2.195 0.981
H8 2.391 0.532 -1.051

=====

# 4
11 unconnected molecules or ions with the total composition C38H66O14 at a distorted geometry, computed with ωB97M-V with the def2-TZVPD basis set.

Its SMILES is c1ccccc1.c1ccccc1.c1ccccc1.c1ccccc1.OCCO.OCCO.OCCO.OCCO.OCCO.OCCO.OCCO. As for the net charge: 0. Its orbital gap is 9.4 eV. Its total energy is -2540.74079 a.u. The value obtained for the HOMO energy is -9.08 eV.

Atoms and positions in Å:
C1 -1.165 -1.857 -4.181
C2 -0.412 -0.711 -4.319
C3 0.601 -0.663 -5.278
C4 0.823 -1.834 -6.082
C5 0.118 -2.969 -5.867
C6 -0.879 -3.007 -4.923
H1 -2.068 -1.872 -3.510
H2 -0.718 0.125 -3.687
H3 1.180 0.231 -5.404
H4 1.515 -1.709 -6.868
H5 0.261 -3.782 -6.602
H6 -1.482 -3.900 -4.817
C7 -4.772 -3.241 -0.923
C8 -4.117 -4.436 -0.669
C9 -3.827 -5.253 -1.758
C10 -4.082 -4.811 -2.994
C11 -4.611 -3.511 -3.298
C12 -5.019 -2.756 -2.273
H7 -5.145 -2.741 -0.043
H8 -4.008 -4.907 0.334
H9 -3.499 -6.263 -1.597
H10 -3.931 -5.511 -3.769
H11 -4.707 -3.225 -4.348
H12 -5.523 -1.846 -2.475
C13 -4.716 3.919 -0.044
C14 -5.390 3.780 1.136
C15 -6.030 2.582 1.385
C16 -6.162 1.621 0.430
C17 -5.475 1.734 -0.757
C18 -4.741 2.892 -1.019
H13 -4.263 4.920 -0.285
H14 -5.311 4.498 2.030
H15 -6.550 2.577 2.344
H16 -6.767 0.754 0.680
H17 -5.589 0.872 -1.422
H18 -4.273 3.084 -1.993
C19 0.573 0.140 0.326
C20 0.482 -1.265 0.127
C21 -0.664 -1.783 -0.372
C22 -1.814 -1.021 -0.584
C23 -1.702 0.357 -0.342
C24 -0.506 0.948 0.052
H19 1.528 0.619 0.537
H20 1.337 -1.831 0.425
H21 -0.621 -2.866 -0.488
H22 -2.759 -1.464 -0.984
H23 -2.547 1.034 -0.512
H24 -0.376 1.997 0.141
C25 0.045 -5.401 1.100
C26 -0.597 -4.632 2.211
O1 0.271 -4.143 3.186
O2 1.000 -4.606 0.392
H25 -0.688 -5.731 0.380
H26 0.638 -6.230 1.530
H27 -1.277 -5.373 2.679
H28 -1.122 -3.782 1.738
H29 -0.261 -3.449 3.636
H30 1.645 -4.425 1.132
C27 2.895 4.510 -2.058
C28 1.928 3.500 -1.485
O3 2.513 2.910 -0.352
O4 4.190 3.961 -2.157
H31 2.969 5.417 -1.417
H32 2.572 4.807 -3.090
H33 1.707 2.715 -2.252
H34 1.001 4.013 -1.307
H35 2.324 3.384 0.505
H36 4.336 3.564 -1.292
C29 -1.860 3.239 3.229
C30 -2.361 1.785 3.307
O5 -1.316 0.895 3.292
O6 -1.281 3.532 2.010
H37 -1.059 3.437 3.978
H38 -2.664 4.027 3.452
H39 -3.014 1.528 2.482
H40 -2.845 1.720 4.275
H41 -0.829 0.948 2.460
H42 -1.883 3.586 1.253
C31 2.144 3.265 3.531
C32 1.546 4.688 3.066
O7 1.927 4.957 1.713
O8 3.591 3.287 3.553
H43 1.676 2.461 2.920
H44 1.826 3.158 4.569
H45 1.898 5.544 3.626
H46 0.471 4.712 3.034
H47 2.874 5.027 1.735
H48 3.976 2.610 2.989
C33 4.121 0.499 -2.976
C34 3.039 -0.592 -2.951
O9 3.191 -1.406 -1.758
O10 3.784 1.423 -3.983
H49 5.089 0.040 -3.208
H50 4.225 0.937 -1.969
H51 3.189 -1.314 -3.737
H52 2.087 -0.111 -2.963
H53 2.333 -1.644 -1.396
H54 4.213 2.270 -3.740
C35 4.793 -0.911 1.022
C36 5.131 0.305 1.896
O11 4.346 1.416 1.556
O12 5.533 -0.809 -0.195
H55 3.714 -0.918 0.816
H56 5.128 -1.771 1.527
H57 6.217 0.583 1.798
H58 4.908 0.034 2.873
H59 4.369 1.335 0.589
H60 4.957 -1.204 -0.858
C37 1.155 -0.882 4.515
C38 2.229 -0.915 3.424
O13 2.552 -2.269 3.061
O14 -0.106 -1.479 4.148
H61 0.958 0.149 4.837
H62 1.559 -1.445 5.348
H63 3.121 -0.531 3.959
H64 2.026 -0.353 2.503
H65 1.782 -2.757 2.754
H66 -0.745 -0.747 4.094

=====

# 5
3 unconnected molecules or ions with the total composition C3H12O2S2 at a distorted geometry, computed with ωB97M-V with the def2-TZVPD basis set.

As for the net charge: -1. Its orbital gap (alpha / beta) is 2.1 / 6.2 eV. The relative energy (zero: lowest compared OMol25 entry of this formula, charge and spin) comes out at 1.866 eV. Its total energy is -1068.27726 a.u. The value obtained for the HOMO energy (alpha / beta) is 0.39 / -3.66 eV. Its multiplicity is 2. Its expectation value of S² is 0.75.

Atoms and positions in Å:
C1 0.008 -0.234 -1.150
C2 0.045 -0.993 0.218
C3 -0.151 1.331 -1.099
S1 -1.006 1.962 -2.573
S2 -3.047 1.716 -2.011
H1 -0.794 -0.690 -1.895
H2 0.927 -0.433 -1.646
H3 -0.924 -0.830 0.722
H4 0.085 -2.069 0.141
H5 0.908 -0.690 0.770
H6 0.870 1.901 -1.328
H7 -0.676 1.471 -0.023
H8 -2.934 2.312 -0.779
H9 -2.583 -1.868 3.068
H10 -3.989 -1.278 3.311
O1 -3.494 -2.111 2.952
H11 5.522 0.946 0.447
H12 5.849 -0.529 0.746
O2 5.383 0.088 0.130

=====

# 6
A molecular structure, C31H35F9N4OP2Pt at a distorted geometry, computed with ωB97M-V with the def2-TZVPD basis set.

As for the net charge: +2. Its orbital gap (alpha / beta) is 6.9 / 3.6 eV. The relative energy (zero: lowest compared OMol25 entry of this formula, charge and spin) comes out at 1.222 eV. Its total energy is -3196.35009 a.u. The value obtained for the HOMO energy (alpha / beta) is -13.40 / -13.19 eV. Its multiplicity is 5. Its expectation value of S² is 6.03.

Atoms and positions in Å:
Pt1 0.698 -0.459 2.435
C1 -1.770 -3.138 -1.320
C2 -0.506 -2.792 -1.098
C3 0.134 -1.542 -1.646
C4 -0.441 -0.249 -1.156
C5 -1.778 -0.336 -0.457
C6 -3.007 -0.590 -0.895
C7 -3.240 -1.098 -2.286
C8 -2.710 -2.613 -2.419
C9 -0.980 -1.604 3.157
H1 -1.897 -4.198 -1.184
H2 0.196 -3.461 -0.549
H3 0.121 -1.541 -2.742
H4 1.191 -1.634 -1.403
H5 0.247 0.100 -0.364
H6 -0.292 0.552 -1.900
H7 -1.627 -0.191 0.616
H8 -3.814 -0.738 -0.153
H9 -2.687 -0.471 -3.031
H10 -4.333 -1.186 -2.425
H11 -3.598 -3.282 -2.513
H12 -2.102 -2.777 -3.324
H13 -1.415 -2.402 3.830
H14 -1.351 -1.854 2.156
H15 -1.552 -0.753 3.645
P1 -0.076 2.170 1.306
P2 2.596 0.504 -0.659
N1 -1.447 3.343 0.761
N2 0.476 3.407 2.454
N3 2.366 1.177 -2.364
N4 4.404 0.623 -0.936
C10 0.999 2.767 -0.085
C11 2.429 2.200 0.074
C12 -2.767 3.136 1.162
C13 -3.567 4.172 0.667
C14 -2.719 5.039 -0.095
C15 -1.435 4.484 -0.033
C16 0.600 3.141 3.813
C17 0.993 4.308 4.464
C18 1.080 5.342 3.473
C19 0.748 4.759 2.252
C20 2.072 0.311 -3.422
C21 1.838 1.057 -4.580
C22 1.969 2.425 -4.248
C23 2.325 2.474 -2.892
C24 5.186 1.368 -1.843
C25 6.530 1.247 -1.517
C26 6.604 0.410 -0.359
C27 5.304 0.050 -0.021
H16 1.093 3.863 -0.202
H17 0.509 2.406 -1.009
H18 3.201 2.914 -0.287
H19 2.645 1.977 1.138
H20 -3.040 2.254 1.717
H21 -4.639 4.295 0.798
H22 -2.980 5.927 -0.655
H23 -0.533 4.813 -0.531
H24 0.355 2.154 4.181
H25 1.193 4.421 5.517
H26 1.342 6.375 3.623
H27 0.647 5.214 1.273
H28 2.017 -0.763 -3.268
H29 1.596 0.616 -5.536
H30 1.821 3.302 -4.882
H31 2.562 3.318 -2.280
H32 4.732 1.891 -2.662
H33 7.351 1.704 -2.048
H34 7.509 0.110 0.156
H35 4.920 -0.583 0.759
F1 -2.590 -6.036 -0.842
C28 -1.819 -6.268 0.266
F2 -2.115 -7.553 0.608
F3 -0.521 -6.211 -0.125
C29 -1.973 -5.150 1.491
O1 -1.133 -4.191 1.520
C30 -3.463 -4.555 1.553
F4 -4.405 -5.473 1.282
F5 -3.798 -4.018 2.751
F6 -3.636 -3.523 0.670
C31 -1.781 -6.028 2.867
F7 -2.867 -6.734 3.249
F8 -0.769 -6.908 2.675
F9 -1.425 -5.219 3.890

=====

- Which value of net charge does entry 2 give?
  +1

=====

- Number 2 is which compound?
  C16H19IrN2SSeTe

=====

Repeat the third record exactly.
2 unconnected molecules or ions with the total composition C6H8N5O4 at a distorted geometry, computed with ωB97M-V with the def2-TZVPD basis set.

As for the net charge: +1. Its orbital gap is 9.6 eV. The relative energy (zero: lowest compared OMol25 entry of this formula, charge and spin) comes out at 0.000 eV. Its total energy is -807.96856 a.u. The value obtained for the HOMO energy is -14.02 eV.

Atoms and positions in Å:
C1 -0.421 -1.995 -1.806
C2 0.205 -0.774 -1.661
C3 -0.507 -1.514 0.275
C4 -0.849 -1.796 1.756
C5 0.663 0.717 0.226
C6 -1.634 2.971 -1.294
N1 -0.872 -2.412 -0.625
N2 -0.447 -0.987 2.764
N3 2.470 2.295 0.030
N4 1.864 1.047 -0.304
N5 0.148 -0.493 -0.349
O1 -2.323 3.842 -1.030
O2 -1.630 -2.691 2.036
O3 0.156 1.221 1.182
O4 -1.058 2.005 -1.472
H1 -0.430 -2.525 -2.774
H2 0.375 0.001 -2.393
H3 -1.462 -3.224 -0.424
H4 -0.169 0.001 2.617
H5 -0.840 -1.367 3.639
H6 1.722 2.951 -0.323
H7 2.647 2.195 0.981
H8 2.391 0.532 -1.051